Model P:
105
Properties=species:S:1:pos:R:3 method="wB97M-V/def2-TZVPD" smiles="CCOS(C)(=O)=O.CCOS(C)(=O)=O.CCOS(C)(=O)=O.CCOS(C)(=O)=O.CCOS(C)(=O)=O.CCOS(C)(=O)=O.CCOS(C)(=O)=O" charge=0 homo_ev=-10.9
C -0.32714 10.22983 -11.77992
C -0.48273 9.06334 -10.79831
O -1.28110 9.46638 -9.76469
S -2.03288 8.31234 -8.77726
C -0.59541 8.03769 -7.69158
O -3.07456 9.00167 -8.00163
O -2.31663 7.09921 -9.60135
H 0.13669 11.11170 -11.33803
H -1.26629 10.48167 -12.27253
H 0.30608 9.97008 -12.62825
H -0.83448 8.09138 -11.14424
H 0.47234 8.80204 -10.34260
H 0.27247 7.74171 -8.28089
H -0.77719 7.40220 -6.82486
H -0.36334 9.02433 -7.29059
C -4.70208 -9.91537 -2.32019
C -3.25215 -9.49388 -2.29064
O -2.47098 -10.15351 -1.36996
S -0.77245 -10.24543 -1.58687
C -0.28445 -8.46345 -1.50060
O -0.11550 -10.91039 -0.50136
O -0.46156 -10.55442 -3.01957
H -5.20383 -9.98191 -1.35483
H -4.72629 -10.85026 -2.88010
H -5.21555 -9.17517 -2.93383
H -2.70229 -9.62899 -3.22204
H -3.22766 -8.42295 -2.08910
H 0.79699 -8.39304 -1.38388
H -0.53798 -8.18767 -0.47699
H -0.65164 -7.79444 -2.27886
C -3.26518 -3.55346 5.39449
C -3.79713 -3.79525 6.81868
O -3.30949 -5.00731 7.34370
S -2.59961 -4.87408 8.86730
C -4.14598 -4.27066 9.67725
O -2.39610 -6.24648 9.38587
O -1.59858 -3.84134 8.80040
H -3.21319 -2.49712 5.13078
H -3.76431 -4.17390 4.65017
H -2.27040 -3.99787 5.36261
H -3.76045 -3.00456 7.56805
H -4.87073 -3.98224 6.79576
H -3.93374 -4.45287 10.73074
H -5.02465 -4.82779 9.35223
H -4.41683 -3.23705 9.46186
C 4.98262 -2.41679 7.10921
C 5.41697 -2.27160 5.61871
O 6.36536 -1.23749 5.59385
S 5.92400 0.31259 5.08200
C 7.13143 1.32435 6.09865
O 6.31373 0.50196 3.68527
O 4.57225 0.48269 5.64490
H 5.64793 -3.08462 7.65644
H 4.07502 -3.01749 7.16861
H 4.66244 -1.49204 7.58925
H 5.97178 -3.16367 5.32807
H 4.54225 -2.17020 4.97629
H 6.89589 0.95209 7.09566
H 6.81485 2.36503 6.16828
H 8.14079 1.05996 5.78339
C 8.59269 0.71280 -2.88715
C 8.51628 -0.65592 -2.30502
O 7.58347 -1.23012 -3.08249
S 7.96090 -2.14344 -4.42354
C 8.02876 -3.83182 -3.43916
O 6.88021 -2.06909 -5.32768
O 9.36481 -1.97994 -4.76126
H 7.60274 1.14003 -3.04709
H 9.15666 0.82188 -3.81352
H 9.22544 1.30976 -2.23037
H 9.48237 -1.16022 -2.28385
H 8.18871 -0.56703 -1.26921
H 8.04686 -4.65016 -4.15896
H 7.16369 -3.80800 -2.77646
H 8.91881 -3.83214 -2.80994
C -7.01578 5.66835 1.06254
C -7.86983 6.91545 1.31353
O -7.64954 7.27179 2.73243
S -8.97822 6.92513 3.67303
C -9.79583 8.64962 3.61361
O -9.81571 5.95309 3.04854
O -8.44246 6.72091 5.00155
H -6.01984 6.07473 1.23878
H -6.94635 5.23699 0.06394
H -7.00583 4.91560 1.85082
H -7.51315 7.70107 0.64745
H -8.91122 6.80119 1.01262
H -10.54615 8.53259 4.39554
H -10.32184 8.80027 2.67089
H -9.03942 9.39046 3.87265
C 0.03752 2.00468 -1.21476
C -0.11917 0.61239 -1.70117
O 0.19355 -0.22739 -0.63350
S 0.67954 -1.74971 -0.99805
C 2.48966 -1.40163 -0.71050
O 0.18613 -2.67729 0.03312
O 0.41342 -2.03335 -2.44861
H -0.78888 2.35799 -0.59805
H -0.18317 2.56069 -2.12595
H 1.08019 2.15169 -0.93312
H -1.18689 0.41525 -1.79717
H 0.32239 0.41555 -2.67809
H 3.05440 -2.30724 -0.48909
H 2.53913 -0.69337 0.11656
H 3.04139 -1.08960 -1.59725

Model Q:
105
Properties=species:S:1:pos:R:3 method="wB97M-V/def2-TZVPD" smiles="CCOS(C)(=O)=O.CCOS(C)(=O)=O.CCOS(C)(=O)=O.CCOS(C)(=O)=O.CCOS(C)(=O)=O.CCOS(C)(=O)=O.CCOS(C)(=O)=O" charge=0 homo_ev=-10.7
C -2.99576 -0.71317 0.19177
C -1.62131 -0.56335 -0.44038
O -1.01763 0.61292 0.17156
S 0.56112 0.68041 0.35634
C 0.55520 1.20588 2.05722
O 1.11660 -0.63942 0.27316
O 1.07790 1.73247 -0.47035
H -3.45211 0.27606 0.15747
H -2.90768 -1.07325 1.21347
H -3.59024 -1.39106 -0.41961
H -0.98033 -1.42845 -0.27762
H -1.65302 -0.35629 -1.51135
H 1.53997 1.33806 2.50012
H 0.12257 0.34020 2.56677
H -0.07314 2.07895 2.19864
C -5.27795 -3.79503 0.31081
C -5.89074 -3.69219 -1.08631
O -4.94991 -2.93288 -1.83227
S -5.34659 -2.45708 -3.31417
C -3.66493 -2.18482 -3.86349
O -5.93033 -3.55588 -4.03032
O -6.08618 -1.23843 -3.15951
H -5.88302 -4.41624 0.96497
H -5.20093 -2.79346 0.74179
H -4.24241 -4.12068 0.19905
H -6.11502 -4.70929 -1.41199
H -6.83884 -3.15269 -1.00787
H -3.55278 -1.72507 -4.83973
H -3.26335 -3.19515 -3.91813
H -3.21980 -1.58093 -3.07708
C 4.91174 -4.41098 6.89402
C 4.83837 -3.03484 7.54868
O 3.74969 -2.23588 7.05132
S 4.06734 -1.37112 5.72154
C 2.71086 -0.24775 5.87297
O 5.29953 -0.65885 5.91267
O 3.87236 -2.23899 4.59547
H 3.97863 -4.68327 6.40411
H 5.12369 -5.16796 7.64773
H 5.68351 -4.41327 6.12559
H 4.67912 -3.08961 8.62608
H 5.78360 -2.49605 7.45015
H 2.44076 0.15766 4.90227
H 3.00521 0.55403 6.54607
H 1.88033 -0.79539 6.31288
C -8.20798 -0.13206 0.77857
C -7.09751 0.64118 1.48203
O -6.60915 -0.20613 2.55091
S -5.41395 0.29375 3.46717
C -6.19499 0.58258 5.02970
O -4.50718 -0.79612 3.61948
O -4.92525 1.53927 2.95949
H -8.82924 -0.57245 1.55701
H -7.75909 -0.95180 0.21386
H -8.70939 0.51211 0.06310
H -6.27417 0.82346 0.79471
H -7.49207 1.55817 1.91751
H -7.06209 -0.07377 5.12712
H -6.54340 1.60134 5.16047
H -5.48515 0.26373 5.78879
C -0.82808 -0.31733 -4.75489
C -1.00967 -0.25035 -6.24920
O -0.02932 -1.15422 -6.81898
S -0.53247 -2.00992 -8.07483
C 0.87599 -3.04954 -8.23564
O -1.67629 -2.77364 -7.65193
O -0.65459 -1.16951 -9.23405
H -1.00849 -1.32914 -4.37428
H -1.54016 0.26746 -4.16543
H 0.17002 -0.04724 -4.41066
H -2.00031 -0.61558 -6.51743
H -0.79430 0.74967 -6.61796
H 0.75444 -3.97111 -7.67155
H 1.76449 -2.52896 -7.89011
H 0.94320 -3.31499 -9.28884
C 4.07363 7.04459 -3.71654
C 4.72893 5.76888 -4.16586
O 3.71349 4.76615 -4.42597
S 3.86647 3.29704 -3.76713
C 3.03443 3.53172 -2.20976
O 3.11126 2.42674 -4.60762
O 5.26132 3.07089 -3.50952
H 3.45469 7.51675 -4.47878
H 4.81939 7.68905 -3.25524
H 3.32094 6.83336 -2.94492
H 5.26345 5.91490 -5.10555
H 5.41805 5.34246 -3.43763
H 2.17889 4.19579 -2.30393
H 3.74079 4.07494 -1.57855
H 2.79869 2.57071 -1.76822
C 5.30162 3.32125 3.51540
C 4.81888 1.88447 3.70686
O 4.19946 1.34371 2.54135
S 5.16432 0.84299 1.35988
C 4.46441 -0.78310 0.98984
O 4.91951 1.70751 0.24247
O 6.50129 0.63737 1.84840
H 4.58602 3.92304 2.95873
H 6.23434 3.30669 2.94310
H 5.57028 3.77382 4.46929
H 5.64500 1.27103 4.06471
H 4.08430 1.89626 4.51313
H 4.26775 -1.37027 1.88223
H 5.29332 -1.23621 0.44997
H 3.59721 -0.54927 0.38119

What should be chosen as the most stable of them? Choose model Q.

Model P:
13
Properties=species:S:1:pos:R:3 method="wB97M-V/def2-TZVPD" charge=0 homo_ev=-8.0
C 0.07444 -0.16169 1.06046
C -0.13321 0.66981 -0.17666
C 0.58393 -1.48357 -0.65828
H -1.94586 1.12281 3.61183
H 0.53828 1.52086 -0.01692
H -1.29967 1.02391 -0.27570
H 1.76074 -0.02216 -3.33058
H 0.76351 -2.37763 -1.20141
N -0.45027 0.00083 2.27092
N 0.24104 -0.28315 -1.25973
N 0.63608 -1.38546 0.68745
S -1.05196 1.56231 2.35220
S 0.28295 -0.18687 -3.06357

Model Q:
13
Properties=species:S:1:pos:R:3 method="wB97M-V/def2-TZVPD" smiles="[H]/N=C(/N)C(=S)NC=S" charge=0 homo_ev=-9.1
H -0.91589 1.01447 2.21425
N -0.68946 1.81630 1.45134
C -0.67066 1.18637 0.27407
N -0.69943 1.91041 -1.05611
C -0.74778 -0.33459 0.21693
S -1.95228 -1.25625 -0.38052
N 0.28407 -1.12462 0.54151
C 1.67290 -1.15935 0.33331
S 2.42021 0.13972 -0.40411
H -1.46852 1.59041 -1.56098
H -0.85121 2.92345 -1.02539
H -0.10683 -2.15979 0.37905
H 2.06256 -1.87330 1.04396

What should be chosen as the most stable of them? Choose model Q.

Model P:
56
Properties=species:S:1:pos:R:3 method="wB97M-V/def2-TZVPD" smiles="COc1cc(CC(=O)OCC(=O)N2[C@H](C)CCC[C@@H]2C)cc(OC)c1OC" charge=0 homo_ev=-7.9
C 0.89579 1.03867 -3.40315
O 1.69410 1.27408 -2.26202
C 1.93575 0.24064 -1.39829
C 1.41836 -1.03623 -1.58718
C 1.62478 -2.03951 -0.65481
C 0.94015 -3.37340 -0.83692
C -0.52371 -3.12320 -0.53846
O -1.08615 -3.39308 0.49073
O -1.09329 -2.50552 -1.57345
C -2.39719 -1.95170 -1.43860
C -2.29098 -0.41530 -1.36431
O -2.27083 0.19545 -2.42192
N -2.23421 0.20656 -0.17158
C -2.29078 1.67153 -0.20412
C -0.92954 2.33805 -0.00765
C -3.34799 2.18123 0.77914
C -3.15190 1.60818 2.17655
C -3.17500 0.08738 2.09462
C -2.11960 -0.45240 1.12198
C -0.70022 -0.36436 1.69754
C 2.37887 -1.78202 0.47961
C 2.93564 -0.52530 0.67113
O 3.70129 -0.17514 1.74168
C 3.92620 -1.13407 2.74368
C 2.71757 0.50533 -0.26340
O 3.26918 1.70924 0.07442
C 3.65181 2.61150 -0.93959
H 0.86017 1.99387 -3.92478
H -0.12198 0.73744 -3.13812
H 1.34627 0.28756 -4.05856
H 0.81079 -1.24639 -2.45077
H 1.32969 -4.11560 -0.14277
H 1.04217 -3.71959 -1.86488
H -2.92431 -2.41335 -0.60123
H -2.91783 -2.17438 -2.37431
H -2.62171 1.91622 -1.22011
H -0.58452 2.28982 1.01895
H -1.00679 3.38489 -0.29231
H -0.18622 1.86839 -0.64363
H -3.30554 3.27085 0.80152
H -4.33639 1.89037 0.41480
H -2.20854 1.95430 2.59862
H -3.95138 1.95418 2.83445
H -2.99852 -0.35531 3.07564
H -4.16325 -0.23114 1.75334
H -2.32232 -1.51440 0.98162
H -0.54002 0.54468 2.26726
H 0.03646 -0.40739 0.90021
H -0.53499 -1.21305 2.35646
H 2.52516 -2.56576 1.20396
H 2.98931 -1.46429 3.20466
H 4.53872 -0.63509 3.49303
H 4.46756 -2.00462 2.35776
H 4.19671 2.10722 -1.74163
H 4.31065 3.32905 -0.45030
H 2.79252 3.13490 -1.36452

Model Q:
56
Properties=species:S:1:pos:R:3 method="wB97M-V/def2-TZVPD" smiles="C#CCC1=C(COC)C(=O)C=C(C[C@@H]2CO2)C1=O.COCCNCCOC" charge=0 homo_ev=-8.8
C -0.11246 1.92229 5.95581
C -0.12642 2.81673 5.15149
C -0.08778 3.93900 4.14195
C -1.00402 3.53867 2.99803
C -2.13122 4.17232 2.69250
C -2.62990 5.41049 3.44637
O -2.88437 5.16050 4.81858
C -3.94826 4.22327 4.95866
C -2.97785 3.61929 1.53715
O -3.58266 4.33010 0.78274
C -2.97422 2.09054 1.44323
C -1.83913 1.45420 1.72863
C -1.83897 -0.07608 1.68847
C -0.38313 -0.61976 2.01989
C 0.32696 -1.29775 0.78731
O -0.26679 -2.02485 2.02857
C -0.66185 2.33933 2.09979
O 0.47115 2.20590 1.72236
H 0.20983 1.32117 6.78705
H 0.96626 4.04545 3.85440
H -0.47773 4.81530 4.67787
H -1.81946 6.16104 3.40629
H -3.51312 5.88798 2.99019
H -3.53438 3.21061 4.79539
H -4.37395 4.29003 5.96828
H -4.76434 4.39697 4.22924
H -3.87590 1.54531 1.15327
H -2.40881 -0.49290 2.53316
H -2.09873 -0.50647 0.71651
H 0.25285 -0.02877 2.69810
H 1.32676 -1.69765 0.98657
H -0.32836 -1.87251 0.12992
C 4.46477 -1.83840 -4.92305
O 3.31307 -2.30199 -5.60466
C 3.25053 -3.71946 -5.73040
C 2.14777 -4.29557 -4.85829
N 2.48057 -4.19244 -3.44096
C 1.36201 -4.46825 -2.54059
C 0.13703 -3.55453 -2.61475
O 0.37163 -2.22754 -2.17012
C 0.92922 -1.36072 -3.14420
H 4.51365 -0.75737 -5.04980
H 4.40926 -2.05519 -3.85159
H 5.37557 -2.27660 -5.34020
H 4.21425 -4.18971 -5.51685
H 3.00461 -3.92876 -6.77515
H 2.00285 -5.34927 -5.11501
H 1.22551 -3.75239 -5.09690
H 2.81331 -3.25622 -3.25136
H 1.75671 -4.40939 -1.52336
H 1.03950 -5.50340 -2.69344
H -0.60861 -3.96521 -1.92724
H -0.33535 -3.55641 -3.60355
H 0.58863 -1.59869 -4.15411
H 2.02064 -1.37808 -3.09598
H 0.61286 -0.34413 -2.90618

What should be chosen as the most stable of them? Choose model P.